C3H7NO in the gas phase at a distorted geometry, computed with ωB97M-V with the def2-TZVPD basis set.

E, eV: -6761.1868
SMILES: C[C@@H](N)C=O
LUMO level, eV: 0.928

CARTESIAN COORDINATES (ANGSTROEM)
1 C 0.02 -1.09 0.85
2 C 0.20 -0.05 -0.25
3 N -0.95 0.13 -1.10
4 C 0.61 1.35 0.28
5 O 0.64 1.64 1.45
6 H 0.12 -0.67 1.85
7 H 0.68 -1.91 0.59
8 H -1.04 -1.34 0.89
9 H 1.14 -0.26 -0.82
10 H -1.30 -0.74 -1.48
11 H -1.05 0.91 -1.72
12 H 0.92 2.03 -0.53

=====

C3H7NO in the gas phase at a distorted geometry, computed with ωB97M-V with the def2-TZVPD basis set.

E, eV: -6760.6608
SMILES: CNCC=O
LUMO level, eV: 1.054

CARTESIAN COORDINATES (ANGSTROEM)
1 C -1.66 0.28 -0.39
2 N -0.52 -0.39 0.16
3 C 0.73 0.41 0.27
4 C 1.85 -0.58 0.14
5 O 2.67 -0.81 0.98
6 H -1.34 0.99 -1.14
7 H -2.24 0.69 0.44
8 H -2.29 -0.43 -0.93
9 H -0.39 -1.19 0.76
10 H 0.70 1.05 -0.60
11 H 0.68 1.07 1.15
12 H 1.80 -1.10 -0.84

=====

C3H7NO in the gas phase at a distorted geometry, computed with ωB97M-V with the def2-TZVPD basis set.

E, eV: -6761.0119
SMILES: C/N=C/OC
LUMO level, eV: 1.127

CARTESIAN COORDINATES (ANGSTROEM)
1 C -1.34 -1.18 -1.05
2 N -0.57 -0.14 -0.34
3 C 0.54 -0.57 0.18
4 O 1.42 0.26 0.81
5 C 1.00 1.61 0.98
6 H -2.08 -0.70 -1.65
7 H -1.83 -1.82 -0.31
8 H -0.74 -1.78 -1.71
9 H 0.85 -1.59 -0.04
10 H 1.02 2.15 0.01
11 H 1.70 2.10 1.63
12 H 0.03 1.65 1.49

=====

C3H7NO in the gas phase at a distorted geometry, computed with ωB97M-V with the def2-TZVPD basis set.

E, eV: -6760.2395
SMILES: OC[C@H]1CN1
LUMO level, eV: 1.062

CARTESIAN COORDINATES (ANGSTROEM)
1 O 1.56 0.46 0.85
2 C 1.19 -0.61 0.02
3 C -0.21 -0.37 -0.56
4 C -1.20 0.04 0.44
5 N -0.58 1.04 -0.46
6 H 1.18 1.25 0.42
7 H 1.13 -1.51 0.65
8 H 1.94 -0.79 -0.76
9 H -0.51 -1.04 -1.38
10 H -0.92 0.19 1.47
11 H -2.23 -0.21 0.21
12 H -1.43 1.44 -0.81

=====

C3H7NO in the gas phase at a distorted geometry, computed with ωB97M-V with the def2-TZVPD basis set.

E, eV: -6761.9641
SMILES: CCNC=O
LUMO level, eV: 0.938

CARTESIAN COORDINATES (ANGSTROEM)
1 C -1.49 0.68 -0.05
2 C -0.40 -0.33 -0.25
3 N 0.86 0.20 0.14
4 C 1.95 -0.62 0.16
5 O 2.99 -0.37 0.72
6 H -1.26 1.67 -0.43
7 H -2.40 0.29 -0.58
8 H -1.69 0.83 1.02
9 H -0.42 -0.51 -1.39
10 H -0.70 -1.28 0.24
11 H 0.78 0.90 0.93
12 H 1.79 -1.47 -0.51

=====

2 unconnected molecules or ions with the total composition C3H7NO, computed with ωB97M-V with the def2-TZVPD basis set.

E, eV: -6760.1042
SMILES: C=NC.C=O
LUMO level, eV: 0.931

CARTESIAN COORDINATES (ANGSTROEM)
1 C -0.61 -0.55 1.37
2 N -0.78 -1.32 0.39
3 C 0.40 -2.04 -0.09
4 H -1.48 -0.04 1.76
5 H 0.36 -0.43 1.86
6 H 1.27 -1.37 -0.05
7 H 0.25 -2.31 -1.12
8 H 0.62 -2.94 0.49
9 C -0.03 2.74 -1.16
10 O 0.84 3.16 -0.46
11 H -0.08 3.10 -2.20
12 H -0.75 2.00 -0.78

=====

C3H7NO in the gas phase at a distorted geometry, computed with ωB97M-V with the def2-TZVPD basis set.

E, eV: -6762.5386
SMILES: CCC(N)=O
LUMO level, eV: 0.940

CARTESIAN COORDINATES (ANGSTROEM)
1 C -1.47 -0.57 -0.48
2 C -0.02 -0.21 -0.63
3 C 0.63 0.14 0.72
4 N 1.82 0.82 0.70
5 O 0.13 -0.23 1.76
6 H -1.73 -1.61 -0.30
7 H -2.11 -0.35 -1.34
8 H -1.97 -0.07 0.36
9 H 0.55 -1.04 -1.03
10 H 0.13 0.63 -1.30
11 H 1.99 1.40 -0.10
12 H 2.06 1.09 1.64

=====

C3H7NO in the gas phase, computed with ωB97M-V with the def2-TZVPD basis set.

E, eV: -6759.0598
LUMO level, eV: 0.836

CARTESIAN COORDINATES (ANGSTROEM)
1 O -0.56 -0.82 -1.42
2 C -0.96 0.47 -0.97
3 C 0.16 1.26 -0.30
4 C 0.45 -0.60 1.21
5 N 0.97 0.48 0.38
6 H 0.38 -0.75 -1.62
7 H -1.90 0.33 -0.41
8 H -1.21 1.11 -1.82
9 H -0.51 -0.23 1.55
10 H 0.30 -1.54 0.67
11 H 1.09 -0.72 2.08
12 H 1.81 0.93 0.73

=====

C3H7NO in the gas phase at a distorted geometry, computed with ωB97M-V with the def2-TZVPD basis set.

E, eV: -6761.4219
SMILES: C[C@@H](N)C=O
LUMO level, eV: 0.808

CARTESIAN COORDINATES (ANGSTROEM)
1 C 0.75 -0.60 0.83
2 C -0.41 -0.23 -0.12
3 N -1.12 0.96 0.33
4 C 0.21 0.15 -1.51
5 O 0.96 -0.56 -2.10
6 H 1.57 0.10 0.60
7 H 1.09 -1.63 0.58
8 H 0.54 -0.59 1.89
9 H -1.09 -1.04 -0.34
10 H -0.49 1.67 0.69
11 H -1.72 0.75 1.12
12 H -0.30 1.02 -1.97

=====

C3H7NO in the gas phase, computed with ωB97M-V with the def2-TZVPD basis set.

E, eV: -6760.2201
SMILES: C=C([O-])[NH2+]C
LUMO level, eV: 0.587

CARTESIAN COORDINATES (ANGSTROEM)
1 C 0.21 -0.74 1.44
2 C 0.87 0.27 0.82
3 O 1.48 1.31 1.01
4 N 0.53 0.08 -0.81
5 C -0.97 0.28 -0.87
6 H -0.13 -1.61 0.88
7 H 0.04 -0.68 2.50
8 H 0.91 -0.81 -1.16
9 H 1.07 0.82 -1.27
10 H -1.53 -0.42 -0.24
11 H -1.15 1.27 -0.42
12 H -1.32 0.23 -1.89

=====

2 unconnected molecules or ions with the total composition C3H7NO at a distorted geometry, computed with ωB97M-V with the def2-TZVPD basis set.

E, eV: -6755.3557
LUMO level (spin up / spin down), eV: -0.526 / -0.527

CARTESIAN COORDINATES (ANGSTROEM)
1 C -1.41 1.43 -0.29
2 C 0.84 -1.06 -0.35
3 C 0.20 -0.22 0.66
4 N -1.08 0.39 0.32
5 O -2.67 -0.95 -0.29
6 H -2.37 1.75 -0.50
7 H -0.68 2.23 -0.33
8 H 0.99 -0.47 -1.25
9 H 1.93 -1.35 -0.02
10 H 0.44 -1.98 -0.69
11 H -0.10 -0.75 1.63
12 H 0.85 0.58 1.19

=====

C3H7NO in the gas phase at a distorted geometry, computed with ωB97M-V with the def2-TZVPD basis set.

E, eV: -6759.9495
SMILES: C/N=C\OC
LUMO level, eV: 0.908

CARTESIAN COORDINATES (ANGSTROEM)
1 C -1.58 -0.34 0.54
2 N -1.01 -0.36 -0.75
3 C 0.06 -0.13 -1.36
4 O 1.34 0.22 -1.03
5 C 1.72 0.31 0.35
6 H -2.64 -0.55 0.37
7 H -1.18 -1.12 1.19
8 H -1.50 0.64 1.02
9 H -0.37 -0.25 -2.35
10 H 1.15 1.08 0.89
11 H 1.62 -0.65 0.87
12 H 2.78 0.60 0.38

=====

Question: What is the formula in the fourth record?
Answer: C3H7NO

=====

Question: The lowest E belongs to which entry?
Answer: number 7